A molecular structure, C23H48Cl8N2OPS2 in a non-equilibrium geometry. Source: the Open Molecules 2025 dataset; level of theory: ωB97M-V with the def2-TZVPD basis set.

Results
- orbital gap (eV) = 6.235
- HOMO level (eV) = -10.080
- LUMO energy (eV) = -3.8

The geometry in ORCA input format:
```
! RIJCOSX wB97M-V def2-TZVPD def2/J DEFGRID3
* xyz 1 1
C 1.30 2.13 1.07
C 0.37 0.85 1.20
C -0.82 0.82 0.15
C -0.70 -0.49 -0.73
N -0.85 -1.71 0.07
C -0.73 -2.93 -0.74
C 0.59 -3.01 -1.57
C 1.88 -2.64 -0.74
C 2.81 -1.78 -1.71
P 4.51 -1.48 -1.02
C 4.72 -2.11 0.72
C 6.27 -2.44 0.90
O 6.95 -1.29 1.38
C 8.27 -1.65 1.84
C 9.39 -0.75 1.20
N 4.87 0.19 -1.07
C 5.56 0.41 -2.18
C 7.05 -0.02 -2.37
C 4.85 1.15 -3.36
C -2.15 -1.72 0.75
S -2.14 -1.47 2.40
S -3.74 -2.04 -0.08
C -4.45 -0.46 -0.70
C -6.02 -0.40 -0.38
C -6.59 -1.75 0.24
H 1.00 2.74 0.19
H 1.33 2.75 2.00
H 2.36 1.77 0.91
H 1.00 -0.05 0.96
H 0.02 0.76 2.25
H -1.82 0.94 0.61
H -0.68 1.69 -0.54
H -1.49 -0.41 -1.52
H 0.31 -0.40 -1.21
H -0.72 -3.80 -0.02
H -1.58 -3.13 -1.43
H 0.64 -3.98 -2.10
H 0.50 -2.23 -2.37
H 2.39 -3.61 -0.49
H 1.60 -2.07 0.17
H 2.88 -2.35 -2.66
H 2.33 -0.79 -1.88
H 5.42 -2.21 -1.86
H 4.11 -3.02 0.90
H 4.48 -1.33 1.49
H 6.66 -2.64 -0.14
H 6.40 -3.34 1.53
H 8.25 -1.56 2.95
H 8.51 -2.70 1.55
H 9.15 0.34 1.28
H 10.31 -0.95 1.80
H 9.64 -1.05 0.16
H 7.19 -1.13 -2.39
H 7.71 0.40 -1.59
H 7.35 0.35 -3.38
H 5.53 1.09 -4.24
H 3.87 0.68 -3.61
H 4.74 2.23 -3.11
H -3.92 0.45 -0.36
H -4.38 -0.47 -1.82
H -6.59 -0.23 -1.33
H -6.29 0.45 0.31
H -7.70 -1.61 0.34
H -6.48 -2.62 -0.45
H -6.23 -1.97 1.27
C -7.15 2.43 2.57
Cl -6.94 3.22 1.01
Cl -7.81 0.80 2.39
H -6.19 2.37 3.07
H -7.83 3.02 3.18
C -11.32 0.73 3.63
Cl -12.13 0.67 2.06
Cl -12.26 1.66 4.80
H -11.20 -0.29 4.01
H -10.34 1.19 3.51
C -9.27 4.15 -2.24
Cl -11.03 4.22 -2.21
Cl -8.68 2.49 -2.39
H -8.91 4.73 -3.09
H -8.88 4.58 -1.32
C 4.21 4.46 0.66
Cl 3.81 4.27 2.37
Cl 4.18 2.91 -0.19
H 3.49 5.12 0.20
H 5.21 4.88 0.58
*
```

***

A molecular structure, C23H48IrN4O7PS2 in a non-equilibrium geometry. Source: the Open Molecules 2025 dataset; level of theory: ωB97M-V with the def2-TZVPD basis set.

Results
- orbital gap (spin up / spin down) (eV) = 9.369 / 3.679
- HOMO level (spin up / spin down) (eV) = -16.838 / -16.792
- LUMO energy (spin up / spin down) (eV) = -7.5 / -13.1
- ΔE to the lowest compared entry with this formula, charge and spin (eV) = 1.9378

The geometry in ORCA input format:
```
! RIJCOSX wB97M-V def2-TZVPD def2/J DEFGRID3
* xyz 3 6
Ir 0.45 -0.06 -0.27
C 5.36 -1.52 0.69
C 6.08 -0.25 0.23
C 5.13 0.93 0.10
S 3.89 0.60 -1.21
O 2.53 0.73 -0.52
C 4.02 2.07 -2.29
C 3.44 3.35 -1.71
C 4.31 4.06 -0.67
H 6.06 -2.35 0.75
H 4.57 -1.79 -0.02
H 4.91 -1.38 1.67
H 6.59 -0.42 -0.72
H 6.85 0.01 0.96
H 5.67 1.84 -0.17
H 4.55 1.10 1.01
H 3.49 1.78 -3.20
H 5.09 2.16 -2.53
H 2.45 3.17 -1.31
H 3.31 4.02 -2.56
H 4.24 3.61 0.32
H 3.97 5.09 -0.56
H 5.36 4.10 -0.99
O 0.14 3.40 -0.75
C -0.62 2.63 -1.29
O -0.42 1.37 -1.56
C -1.97 3.22 -1.79
N -1.80 4.70 -1.89
C -3.14 5.34 -1.67
C -4.04 4.22 -1.14
C -3.06 3.11 -0.73
H -2.27 2.79 -2.74
H -1.38 4.99 -2.77
H -1.12 4.92 -1.15
H -3.51 5.76 -2.60
H -3.04 6.16 -0.95
H -4.71 3.85 -1.92
H -4.66 4.55 -0.31
H -3.52 2.13 -0.70
H -2.64 3.31 0.25
C -2.64 -2.48 4.22
C -3.29 -1.63 3.09
C -4.58 -2.38 2.65
C -3.60 -0.22 3.57
O -2.36 -1.66 2.01
P -2.27 -0.54 0.85
O -3.60 0.00 0.51
O -1.15 0.43 1.22
O -1.54 -1.42 -0.30
C -2.17 -2.00 -1.53
C -3.19 -3.03 -1.07
C -2.82 -0.91 -2.38
C -1.01 -2.65 -2.28
H -3.34 -2.57 5.05
H -1.73 -1.97 4.56
H -2.39 -3.47 3.85
H -5.25 -2.48 3.50
H -4.35 -3.36 2.25
H -5.05 -1.77 1.87
H -4.11 -0.25 4.53
H -4.25 0.28 2.85
H -2.68 0.37 3.65
H -3.99 -2.55 -0.51
H -2.72 -3.79 -0.44
H -3.63 -3.52 -1.94
H -3.70 -0.51 -1.88
H -3.12 -1.33 -3.34
H -2.11 -0.10 -2.55
H -0.67 -3.54 -1.77
H -0.19 -1.94 -2.36
H -1.32 -2.92 -3.29
C 2.70 -3.88 -1.55
C 2.09 -4.30 -0.21
C 1.80 -3.16 0.70
N 1.62 -1.93 0.37
N 1.39 -1.09 1.42
C 1.34 -1.68 2.59
N 1.05 -1.08 3.74
S 1.71 -3.38 2.43
H 2.85 -4.76 -2.17
H 3.66 -3.40 -1.40
H 2.04 -3.18 -2.08
H 2.77 -4.98 0.31
H 1.17 -4.86 -0.38
H 0.81 -0.11 3.75
H 1.22 -1.55 4.62
*
```

***

3 unconnected molecules or ions with the total composition C23H48NO12P3 in a non-equilibrium geometry. Source: the Open Molecules 2025 dataset; level of theory: ωB97M-V with the def2-TZVPD basis set.

Results
- orbital gap (eV) = 6.690
- HOMO level (eV) = -8.680
- LUMO energy (eV) = -2.0
- ΔE to the lowest compared entry with this formula, charge and spin (eV) = 8.5260

The geometry in ORCA input format:
```
! RIJCOSX wB97M-V def2-TZVPD def2/J DEFGRID3
* xyz 0 1
C -1.23 -3.63 4.81
O -2.32 -3.96 3.91
C -2.75 -5.33 4.05
C -3.13 -6.04 2.63
C -4.71 -6.05 2.32
C -5.59 -4.96 3.11
C -6.87 -5.48 3.88
C -7.83 -4.55 4.67
C -7.54 -3.01 4.76
C -6.29 -2.46 4.01
C -5.36 -3.42 3.19
O -2.27 -5.67 1.55
C -2.69 -4.50 0.83
P -2.68 -7.90 2.95
N -3.20 -8.84 1.76
O -3.37 -8.48 4.41
O -0.97 -8.01 2.97
H -1.48 -2.59 5.25
H -0.22 -3.49 4.26
H -1.12 -4.34 5.70
H -3.56 -5.49 4.86
H -1.83 -5.92 4.43
H -4.97 -6.00 1.20
H -5.13 -7.08 2.66
H -7.14 -6.59 3.87
H -8.77 -4.97 5.20
H -8.25 -2.33 5.36
H -6.06 -1.34 4.06
H -4.47 -2.95 2.67
H -1.88 -4.30 0.04
H -2.76 -3.54 1.45
H -3.67 -4.60 0.25
H -3.70 -8.29 1.06
H -3.68 -7.74 4.98
H -0.65 -7.92 3.91
O -1.08 1.90 0.79
P 0.11 0.96 1.05
O 0.57 0.85 -0.54
C 0.81 2.03 -1.30
C 2.19 2.58 -1.02
O -0.82 -0.42 1.15
C -2.03 -0.38 1.91
C -3.21 -0.38 0.96
O 1.44 -0.02 1.47
C 1.82 -1.17 0.72
C 3.14 -0.90 0.01
H 0.05 2.79 -1.10
H 0.72 1.76 -2.35
H 2.33 2.79 0.04
H 2.36 3.50 -1.59
H 2.96 1.86 -1.31
H -2.05 0.49 2.57
H -2.06 -1.27 2.54
H -3.15 0.42 0.23
H -4.15 -0.27 1.52
H -3.25 -1.32 0.40
H 1.05 -1.49 0.01
H 1.95 -1.98 1.44
H 3.66 -0.05 0.44
H 2.96 -0.69 -1.05
H 3.79 -1.78 0.06
O 4.37 4.60 -4.15
P 5.07 5.64 -5.03
O 5.14 6.82 -3.86
C 5.71 6.53 -2.59
C 7.22 6.62 -2.64
O 3.68 6.13 -5.81
C 2.77 5.14 -6.27
C 1.54 5.13 -5.38
O 5.91 6.70 -6.08
C 5.61 8.09 -6.18
C 6.77 8.89 -5.60
H 5.39 5.55 -2.23
H 5.32 7.27 -1.89
H 7.63 5.94 -3.40
H 7.65 6.37 -1.67
H 7.53 7.63 -2.91
H 3.24 4.15 -6.31
H 2.47 5.39 -7.29
H 1.81 5.01 -4.33
H 0.86 4.32 -5.66
H 1.01 6.08 -5.46
H 4.67 8.36 -5.71
H 5.52 8.31 -7.25
H 7.68 8.29 -5.51
H 6.51 9.25 -4.60
H 6.98 9.77 -6.21
*
```

***

Number 1: DFT total energy -160785.3882 eV. Number 2: DFT total energy -78694.4632 eV. Number 3: DFT total energy -78547.3886 eV.